39
Properties=species:S:1:pos:R:3:forces:R:3 method="wB97M-V/def2-TZVPD" relative_energy_kj_mol=217.1 homo_ev="-7.666 / -7.627" gap_ev="6.5 / 6.6"
Ir -0.239 0.027 0.049 -0.51 -0.25 -1.30
Br -0.177 -0.134 2.677 -0.52 -0.59 -1.45
C -1.250 -1.756 2.687 -0.07 -0.12 0.54
C -1.636 -2.262 3.899 0.40 0.55 -0.29
C -2.445 -3.405 3.945 -0.22 -0.29 -0.24
C -2.853 -4.000 2.783 0.08 0.09 0.27
C -2.452 -3.496 1.529 0.14 0.31 -0.13
C -2.882 -4.098 0.329 -0.02 -0.05 -0.28
C -2.472 -3.616 -0.883 -0.24 -0.15 0.39
C -1.622 -2.504 -0.947 0.37 0.41 0.19
C -1.196 -1.858 0.191 1.51 0.98 -0.81
C -1.611 -2.345 1.458 0.16 0.13 0.00
H -1.323 -1.784 4.812 0.03 0.08 0.14
H -2.751 -3.799 4.902 -0.01 -0.02 0.07
H -3.490 -4.872 2.806 -0.05 -0.07 0.02
H -3.557 -4.938 0.390 -0.03 -0.15 0.00
H -2.812 -4.078 -1.798 -0.02 -0.06 -0.07
H -1.325 -2.152 -1.926 0.11 0.05 0.05
Br 5.056 0.014 -0.455 0.06 0.01 -0.03
C 3.772 0.081 -1.830 -1.19 0.10 0.95
C 4.165 0.028 -3.154 -0.50 0.00 -0.86
C 3.217 0.018 -4.158 0.35 -0.10 0.15
Br 3.802 -0.124 -5.954 0.04 0.01 -0.05
C 1.834 0.064 -3.874 0.28 0.16 -0.04
C 0.813 -0.019 -4.837 -0.58 0.07 0.40
C -0.503 0.042 -4.426 0.61 0.14 -0.56
C -0.797 0.225 -3.082 0.12 0.22 0.90
N 0.151 0.280 -2.149 -1.53 -1.00 1.12
C 1.446 0.178 -2.517 0.84 -0.08 0.40
C 2.407 0.142 -1.442 1.00 -0.33 -1.87
O 2.030 0.114 -0.235 -2.40 -0.35 2.22
H 5.212 -0.036 -3.406 0.05 0.02 0.02
H 1.065 -0.125 -5.881 0.02 -0.05 -0.05
H -1.305 -0.026 -5.143 -0.11 0.03 -0.02
H -1.813 0.340 -2.734 -0.07 -0.12 0.08
O -2.718 0.546 0.001 1.18 -1.76 0.17
C -2.417 1.747 -0.033 0.10 1.42 -0.06
O -1.244 2.160 -0.060 0.51 0.95 0.06
H -3.232 2.499 -0.044 0.10 -0.20 -0.02



53
Properties=species:S:1:pos:R:3:forces:R:3 method="wB97M-V/def2-TZVPD" relative_energy_kj_mol=79.3 homo_ev=-9.080 smiles="NC(N)=O.CCO.CO.CO.CO.CO.CO.CO" gap_ev=8.9
N -1.486 -0.338 -1.811 -0.05 3.25 4.16
C -1.235 -1.417 -2.459 2.40 -6.61 4.84
N -1.424 -1.236 -3.719 0.40 -3.35 -6.52
O -0.846 -2.634 -1.812 -1.91 6.06 -3.41
H -1.215 -0.117 -0.833 -0.21 -0.99 -0.82
H -1.704 0.552 -2.224 -0.32 -0.37 -0.86
H -1.150 -1.982 -4.404 -0.61 0.23 1.64
H -1.130 -0.437 -4.215 0.00 1.70 0.36
C 2.075 -0.791 -2.697 1.03 0.42 -0.55
C 2.620 -2.197 -2.377 -1.16 0.68 0.32
O 1.721 -3.241 -2.689 0.69 -0.08 -0.93
H 2.804 0.009 -2.490 0.17 -0.51 -0.24
H 1.268 -0.476 -2.086 -1.03 -0.22 0.80
H 1.759 -0.630 -3.731 0.13 -0.42 -0.14
H 2.767 -2.251 -1.304 0.55 0.26 0.39
H 3.570 -2.335 -2.885 -0.01 -0.32 -0.13
H 0.827 -3.004 -2.400 -0.43 0.06 0.31
C -2.643 -3.001 1.301 0.31 -0.05 -0.43
O -3.780 -2.891 2.106 -0.23 -0.75 0.81
H -1.732 -2.635 1.741 0.57 -0.08 0.91
H -2.757 -2.335 0.483 -0.13 0.26 -1.42
H -2.451 -4.021 0.950 -0.43 0.22 0.17
H -3.856 -1.960 2.324 -0.17 0.14 -0.22
C -2.857 0.101 3.172 3.22 1.04 1.19
O -3.342 -0.100 1.912 -2.23 -0.28 -0.45
H -3.509 0.056 4.025 -1.00 0.15 -0.20
H -2.251 1.048 3.188 -0.85 -0.36 0.39
H -2.082 -0.637 3.372 0.19 -0.52 0.32
H -2.693 0.287 1.348 0.72 0.11 -1.09
C 0.186 2.232 4.110 -1.08 -1.52 1.83
O 0.207 2.136 2.723 1.72 1.65 -1.24
H 0.196 1.193 4.519 0.17 0.95 0.02
H -0.736 2.704 4.361 -1.03 0.12 0.67
H 0.920 2.883 4.577 0.71 -0.32 -0.30
H 0.722 2.950 2.542 -0.54 -0.81 -1.03
C 2.962 1.769 0.737 -0.29 1.35 1.63
O 3.063 0.752 -0.170 0.52 -0.81 -1.43
H 2.240 1.492 1.541 0.34 0.33 -0.77
H 2.681 2.705 0.209 -0.18 -0.15 0.62
H 3.919 1.939 1.241 0.05 0.20 0.11
H 3.652 1.124 -0.847 -0.28 -0.75 -0.05
C 0.100 -0.604 1.086 2.53 0.17 0.45
O -0.759 0.410 0.640 -0.41 1.05 1.20
H 0.032 -0.929 2.131 -0.77 0.12 -0.18
H 1.139 -0.229 0.993 -0.35 -0.28 -0.02
H 0.045 -1.406 0.404 -0.37 -1.26 -0.58
H -0.445 1.181 1.139 -0.45 0.26 -0.15
C 0.591 2.432 -2.202 -1.92 0.11 0.21
O 1.585 3.049 -2.933 1.40 1.95 -0.15
H 0.928 1.963 -1.298 0.32 -0.22 0.64
H 0.009 1.672 -2.739 0.77 0.04 -0.49
H -0.157 3.192 -2.004 -0.46 0.05 0.68
H 1.669 3.982 -2.569 -0.01 -1.88 -0.88



13
Properties=species:S:1:pos:R:3:forces:R:3 method="wB97M-V/def2-TZVPD" relative_energy_kj_mol=246.9 homo_ev=-8.674 smiles="S/C=C/Br.C=CBr" gap_ev=9.3
S 0.181 1.959 1.965 -0.33 0.02 0.07
C 0.740 1.678 0.348 1.57 -0.02 -0.37
C 0.007 1.593 -0.731 -3.00 0.86 -0.47
Br 0.742 1.153 -2.410 -0.12 0.15 -0.05
H -1.121 1.806 1.634 0.24 0.08 0.22
H 1.817 1.553 0.153 -0.40 0.00 0.81
H -1.130 1.819 -0.711 2.12 -0.66 -0.29
C -1.168 -1.356 -0.271 0.67 0.06 -3.48
C 0.129 -1.462 -0.094 0.06 0.45 1.33
Br 1.079 -1.873 1.559 -0.77 0.04 -1.05
H -1.475 -1.051 -1.380 0.39 -0.57 2.73
H -1.835 -1.755 0.407 -1.68 -0.42 1.22
H 0.745 -1.033 -0.825 1.26 0.01 -0.69



19
Properties=species:S:1:pos:R:3:forces:R:3 method="wB97M-V/def2-TZVPD" relative_energy_kj_mol=57.3 charge=-1 homo_ev=-3.600 gap_ev=7.2
C 0.996 0.459 0.615 0.54 -1.59 0.88
N 0.403 -0.864 0.422 0.51 0.04 -0.03
C -0.134 -1.068 -0.968 -0.87 -0.15 1.15
O -1.461 -0.795 -1.030 0.08 0.28 0.33
C 1.465 0.689 2.068 -1.16 -0.15 -0.07
C 1.950 2.135 2.271 0.59 -0.50 -0.05
H 0.340 1.250 0.247 0.24 0.35 -0.06
H 1.967 0.360 0.121 -0.24 0.81 -0.82
H -0.362 -1.039 1.066 -0.15 0.24 -0.18
H 0.061 -2.135 -1.168 0.28 0.02 -0.44
H 0.462 -0.402 -1.600 0.42 -0.12 -0.38
H 0.641 0.445 2.755 -0.09 0.33 -0.08
H 2.199 -0.076 2.335 0.26 0.24 -0.28
H 1.985 2.683 1.323 -0.12 -0.10 0.08
H 2.977 2.129 2.656 -0.23 0.22 0.13
H 1.301 2.673 2.954 0.03 0.19 0.11
H -3.710 -0.640 -2.825 0.23 0.00 0.21
H -2.122 -0.707 -2.155 -0.66 -0.23 -0.48
O -2.786 -0.710 -3.080 0.32 0.12 -0.02